The following is a DFT calculation (ωB97M-V/def2-TZVPD) of 2 unconnected molecules or ions with the total composition CClNO2P.

Each line ends with the Mulliken charge.
Cartesian coordinates (Å):
C 0.2148 1.1823 0.7660  0.22
N 0.5849 2.2142 1.0753  -0.38
O 0.2471 -1.5126 1.0725  -0.58
O 0.7391 -0.6335 -2.2532  -0.66
P 0.0065 -0.5007 0.0309  0.60
Cl -1.7925 -0.7497 -0.6915  -0.21

- DFT total energy: -1044.8518 hartree
- E_HOMO (spin up / spin down): -4.4 / -4.4 eV
- Charge: -1

The following is a DFT calculation (ωB97M-V/def2-TZVPD) of 2 unconnected molecules or ions with the total composition CF2NO2.

Each line ends with the Mulliken charge.
Cartesian coordinates (Å):
C 1.8084 0.3933 0.8626  0.68
N -1.5124 0.0281 -1.1053  -0.42
O 1.1314 -0.4604 1.2256  -0.30
O 2.4304 1.2577 0.4123  -0.40
F -1.2060 -0.4590 0.1554  -0.23
F -2.6517 -0.7597 -1.5505  -0.33

- DFT total energy: -442.9805 hartree
- E_HOMO: -0.9 eV
- Charge: -1

The following is a DFT calculation (ωB97M-V/def2-TZVPD) of 2 unconnected molecules or ions with the total composition CF2O2S.

Each line ends with the Mulliken charge.
Cartesian coordinates (Å):
C -2.0239 -0.4040 -0.1246  0.30
O -0.9383 -0.7361 -0.3388  -0.19
O 2.3451 -0.8802 0.6146  -0.36
F -2.2963 0.9279 0.1323  -0.14
F 1.3258 1.3397 0.1220  -0.28
S 1.5877 -0.2473 -0.4056  0.67

- DFT total energy: -786.3869 hartree
- E_HOMO (spin up / spin down): -9.0 / -11.2 eV
- Charge: 0

The following is a DFT calculation (ωB97M-V/def2-TZVPD) of 2 unconnected molecules or ions with the total composition CF2OS.

Each line ends with the Mulliken charge.
Cartesian coordinates (Å):
C 1.3757 -0.1717 0.0852  0.37
O 2.0093 -0.4665 1.0444  -0.24
F 1.6613 0.8271 -0.7533  -0.11
F -2.9051 0.0856 -0.8984  -0.19
S -2.1411 -0.2745 0.5221  0.17

- DFT total energy: -711.0677 hartree
- E_HOMO (spin up / spin down): -9.0 / -9.0 eV
- Charge: 0

The following is a DFT calculation (ωB97M-V/def2-TZVPD) of a molecular structure, CF3N3.

Each line ends with the Mulliken charge.
Cartesian coordinates (Å):
C 0.2312 -0.1313 -0.3042  0.57
N 1.2602 -0.3839 0.6723  0.05
N 0.9722 -1.1629 -0.4586  -0.31
N -0.8973 0.5083 -0.4280  0.28
F 0.9808 -1.1230 2.1004  -0.35
F -1.5398 0.5039 -1.6303  -0.12
F -1.0072 1.7889 0.0482  -0.12

- DFT total energy: -501.6235 hartree
- E_HOMO: -10.9 eV
- Charge: 0

The following is a DFT calculation (ωB97M-V/def2-TZVPD) of a molecular structure, CF3NNaO4S3V.

Each line ends with the Mulliken spin population.
Cartesian coordinates (Å):
Na -1.2315 7.6460 0.7708  0.00
N 0.8597 7.0045 0.1451  0.01
S 1.4258 5.8920 -0.6319  -0.01
O 0.5989 4.6066 -0.7731  0.01
C 1.2921 6.4804 -2.4004  0.00
F 2.0456 7.5642 -2.5572  0.00
F 0.0098 6.8186 -2.5926  0.00
F 1.6584 5.5418 -3.2601  0.00
V -0.3853 4.7432 0.9622  2.85
S -1.0524 5.9273 3.4408  0.02
O -1.7169 5.7841 1.8867  0.01
S 1.4866 5.4915 2.9216  0.16
O 0.9389 4.0778 2.3180  -0.04
O 2.7923 5.5521 0.0622  0.01

- DFT total energy: -2994.2621 hartree
- E_HOMO (spin up / spin down): -3.3 / -3.7 eV
- 2S+1: 4
- Charge: -1

The following is a DFT calculation (ωB97M-V/def2-TZVPD) of 2 unconnected molecules or ions with the total composition CF3NO.

Each line ends with the Mulliken charge.
Cartesian coordinates (Å):
C 1.2215 0.0767 -0.2196  0.41
N -1.2951 -0.6281 0.2363  0.13
O 1.7605 0.2684 -1.2016  -0.23
F 1.6328 0.0057 1.0837  -0.15
F -1.7251 -0.0662 -0.9463  -0.11
F -1.5946 0.3435 1.0474  -0.05

- DFT total energy: -467.4655 hartree
- E_HOMO (spin up / spin down): -10.1 / -11.1 eV
- Charge: 0

The following is a DFT calculation (ωB97M-V/def2-TZVPD) of a molecular structure, CF3NO4.

Each line ends with the Mulliken charge.
Cartesian coordinates (Å):
C 1.5060 0.5007 0.1883  0.80
N -2.0852 -0.7104 -0.2037  1.17
O -0.8533 0.4231 0.2053  -0.34
O -1.8409 -1.0796 -1.2640  -0.41
O 0.3822 0.0029 -0.3659  -0.12
O -2.9010 -0.9280 0.5878  -0.43
F 2.2481 -0.5261 0.7438  -0.24
F 1.3404 1.4733 1.0470  -0.19
F 2.2036 0.8442 -0.9387  -0.24

- DFT total energy: -693.1663 hartree
- E_HOMO: -11.3 eV
- Charge: 0